Entry from OMol25: a single C3H6O4 molecule at a distorted geometry (ωB97M-V with the def2-TZVPD basis set).

```
13
Properties=species:S:1:pos:R:3:forces:R:3
O 1.2148 -0.0602 -1.4882 0.5 -0.2 0.0
C -0.1170 0.2387 -1.5226 -4.4 1.0 5.1
C -1.0167 0.6467 -0.0961 4.5 -1.6 -4.3
O -2.2444 1.0964 -0.2894 0.1 -0.1 0.2
O -0.7725 0.2661 1.1674 -1.1 0.8 -0.9
C 0.4588 -0.3210 1.5914 0.5 -0.7 0.4
O 1.5973 0.2470 1.0974 0.0 0.2 -0.3
H 1.7380 0.5926 -1.9637 0.0 0.3 0.0
H -0.5097 0.8466 -2.3160 0.1 0.2 -0.3
H -2.7376 1.0318 0.5421 0.0 -0.1 0.0
H 0.3937 -1.3981 1.3650 -0.1 0.2 -0.1
H 0.4599 -0.1652 2.6757 -0.1 -0.1 -0.3
H 1.6653 0.0304 0.1396 0.0 0.1 0.4
```
Positions in Å, forces in eV/Å.

- Max |F|: 6.9 eV/Å
- 2S+1: 1
- Total charge: 0
- LUMO: 0.66 eV

Here are the natural (NBO) charges for atoms 1 to 5, given in e: atom 1 (O): -0.7253, atom 2 (C): -0.1709, atom 3 (C): 0.6209, atom 4 (O): -0.6567, atom 5 (O): -0.5420

---

Entry from OMol25: a molecular structure, C3H6O4PS2 at a distorted geometry (ωB97M-V with the def2-TZVPD basis set).

```
16
Properties=species:S:1:pos:R:3:forces:R:3
C 2.2902 1.5439 0.7935 0.1 -2.0 -0.1
C 1.6055 0.9465 -0.2147 1.9 2.7 -1.7
C 0.2350 0.5718 -0.1572 1.1 -1.8 -1.0
O -1.6191 -1.2828 -1.0462 -0.3 -1.0 0.5
O -2.8357 -2.7890 0.3743 -2.4 -2.4 0.0
O -1.9728 -0.7989 1.2846 0.2 2.9 2.5
O -0.5172 -2.6629 0.5884 -0.4 -0.3 0.2
P -0.8471 0.5540 -1.5824 2.3 0.6 -2.6
S 0.8814 -1.8086 0.4974 1.1 1.8 -0.4
S -1.8527 -1.8029 0.3253 0.9 -1.3 -2.7
H 3.4042 1.5931 0.8354 -1.1 0.6 -0.4
H 1.7297 1.5554 1.7128 0.3 0.2 0.6
H 2.0415 1.0827 -1.2676 -0.4 -1.0 1.5
H -0.2302 0.4413 0.7652 -0.6 0.4 1.5
H -1.8282 0.8786 -0.7880 -2.5 1.4 0.9
H -0.4847 1.9777 -2.1208 0.0 -0.8 1.2
```
Positions in Å, forces in eV/Å.

- Max |F|: 3.8 eV/Å
- 2S+1: 1
- Total charge: -1
- LUMO: 2.35 eV

Here are the natural (NBO) charges for atoms 1 to 5, given in e: atom 1 (C): -0.3994, atom 2 (C): -0.2544, atom 3 (C): -0.3833, atom 4 (O): -1.0398, atom 5 (O): -0.9948

---

Entry from OMol25: a molecular structure, C3H6O4S2 at a distorted geometry (ωB97M-V with the def2-TZVPD basis set).

```
15
Properties=species:S:1:pos:R:3:forces:R:3
C -0.3945 -2.1509 -0.8004 -0.5 -0.5 -1.6
C 2.4075 -1.0643 0.3553 -2.5 -0.3 0.5
C -2.4139 0.9524 -0.0743 1.4 -0.4 1.7
O 1.3873 -3.5053 0.7573 -0.1 -0.6 -0.5
O 0.1727 0.7804 0.3042 2.0 1.3 -0.9
O -1.2358 -1.2943 -0.5841 0.0 0.0 0.1
O 0.0630 -1.5602 1.6460 2.1 -1.7 -1.1
S 0.8963 -2.1812 0.5292 0.8 2.1 3.5
S -0.9822 0.1214 0.8110 -3.9 0.5 0.8
H 1.9887 -0.0585 0.5377 0.7 -0.6 1.0
H 3.0959 -1.5933 1.0324 0.0 0.7 -0.5
H 2.5954 -0.9750 -0.6829 1.0 -0.7 -1.1
H -2.9624 0.0550 -0.3781 -0.6 0.9 -0.2
H -2.8676 1.6122 0.7343 0.3 -0.9 -1.3
H -1.8626 1.4795 -0.8496 -0.7 0.2 -0.3
```
Positions in Å, forces in eV/Å.

- Max |F|: 4.2 eV/Å
- 2S+1: 1
- Total charge: 0
- LUMO: -0.57 eV

Here are the natural (NBO) charges for atoms 1 to 5, given in e: atom 1 (C): 0.1606, atom 2 (C): -0.8077, atom 3 (C): -0.8568, atom 4 (O): -0.9015, atom 5 (O): -0.9341

---

Question: Look up the 2S+1 of the second one.
Answer: 1

---

Question: What is the formula in the third record?
Answer: C3H6O4S2

---

Question: The lowest total charge belongs to which entry?
Answer: C3H6O4PS2